15
Properties=species:S:1:pos:R:3:forces:R:3:lowdin_charge:R:1 method="wB97M-V/def2-TZVPD" energy_ha=-195.96631 multiplicity=2 gap_ev="5.758 / 12.387"
O 3.00745 -0.02723 -0.62479 0.244 0.442 1.882 -0.0885
H 3.46871 -0.13179 0.26892 -0.241 0.074 0.139 0.0433
H 3.78319 -0.26737 -1.28470 0.243 -0.338 -1.439 0.0409
H 2.00128 0.04984 -0.54590 0.151 -0.237 -0.660 0.0382
C 0.08443 0.54470 0.28390 0.109 -0.391 0.916 -0.1719
C -1.40579 0.33233 0.60740 -0.072 0.586 0.073 -0.3081
C -2.08882 -0.73018 -0.27030 0.205 0.645 1.301 -0.1142
H 0.44809 1.56149 0.20071 -0.420 0.443 -0.205 0.0584
H 0.71045 0.15097 1.12422 -0.412 -0.207 -0.878 0.0677
H 0.27462 0.03290 -0.66495 0.246 -0.043 0.110 0.0379
H -1.52101 0.11266 1.66343 0.131 -0.385 0.177 0.0908
H -1.98651 1.25225 0.51362 0.194 0.166 -0.239 0.0966
H -2.94004 -1.06683 0.31803 -0.355 -0.158 -0.462 0.0669
H -1.43474 -1.58606 -0.40877 0.006 -0.054 -0.395 0.0691
H -2.40131 -0.22767 -1.18080 -0.030 -0.544 -0.319 0.0730